[1]
Formula: C3H9N3O2
Source: the OMol25 dataset
Level of theory: ωB97M-V with the def2-TZVPD basis set

spin multiplicity = 1
gap between HOMO and LUMO = 11.1 eV
energy = -11820.3876 eV
SMILES string = N#[N+][O-].CC(C)=N.O

Each line ends with the Mulliken charge.
Cartesian coordinates (Å):
C 0.151 1.515 0.361  -1.17
C 2.121 0.640 -0.993  -1.27
C 0.973 0.341 -0.076  0.93
N -2.213 -0.617 -1.047  -0.32
N -2.513 -1.666 -0.864  0.87
N 0.650 -0.801 0.351  -0.60
O -2.834 -2.757 -0.719  -0.55
O -1.735 -1.216 1.792  -0.68
H -0.905 1.280 0.249  0.30
H 0.345 1.719 1.413  0.28
H 0.388 2.403 -0.218  0.34
H 2.735 -0.241 -1.163  0.38
H 2.738 1.431 -0.571  0.33
H 1.734 0.988 -1.950  0.30
H -2.023 -0.323 2.005  0.29
H 1.236 -1.570 0.035  0.16
H -0.849 -1.126 1.395  0.38

---

[2]
Formula: C3H9N3O2
Source: the OMol25 dataset
Level of theory: ωB97M-V with the def2-TZVPD basis set

spin multiplicity = 1
gap between HOMO and LUMO = 9.6 eV
energy = -11818.1867 eV
SMILES string = [H]/N=C(\CC)[N+](=O)[O-].N

Each line ends with the Mulliken charge.
Cartesian coordinates (Å):
C 1.613 0.042 0.037  -1.05
C 0.854 -1.298 -0.029  -0.56
C -0.550 -0.988 -0.637  0.34
N -0.656 2.213 0.384  -0.63
N -0.871 -1.136 -1.837  -0.55
N -1.592 -0.776 0.392  0.92
O -1.464 -1.152 1.568  -0.58
O -2.621 -0.247 0.022  -0.51
H 2.703 -0.117 -0.189  0.28
H 1.182 0.789 -0.575  0.41
H 1.555 0.336 1.062  0.27
H 0.709 -1.635 0.921  0.38
H 1.396 -2.100 -0.552  0.35
H -0.178 3.099 0.414  0.22
H -0.408 1.668 1.213  0.21
H 0.001 -1.275 -2.437  0.30
H -1.674 2.576 0.243  0.21

---

[3]
Formula: C3H9N3O2
Source: the OMol25 dataset
Level of theory: ωB97M-V with the def2-TZVPD basis set

spin multiplicity = 1
gap between HOMO and LUMO = 9.1 eV
energy = -11818.5226 eV
SMILES string = CN/N=C(\CO)NO

Each line ends with the Mulliken charge.
Cartesian coordinates (Å):
C 1.980 -0.977 -0.553  -0.74
C -0.532 0.805 -0.230  0.53
C -1.471 -0.358 -0.165  -0.58
H 2.728 -0.340 -0.136  0.35
H 2.350 -1.834 -1.092  0.32
H 1.365 -1.340 0.312  0.18
H 1.579 0.056 -2.281  0.27
H -1.482 -0.897 -1.101  0.35
H -2.501 -0.104 0.061  0.35
H -1.597 -1.290 1.466  0.34
H -0.278 2.589 0.592  0.36
H -0.641 0.825 2.177  0.35
N 1.066 -0.244 -1.449  -0.28
N 0.632 0.987 -0.804  -0.61
N -1.001 1.867 0.518  -0.25
O -0.860 -1.198 0.800  -0.52
O -1.337 1.452 1.887  -0.43

---

[4]
Formula: C3H9N3OS
Source: the OMol25 dataset
Level of theory: ωB97M-V with the def2-TZVPD basis set

spin multiplicity = 1
gap between HOMO and LUMO = 8.5 eV
energy = -20603.9585 eV
SMILES string = CNC/C(=N/S)NO

Each line ends with the Mulliken charge.
Cartesian coordinates (Å):
C -1.773 0.639 -0.437  -1.01
C -0.227 0.381 1.114  -0.53
C 0.947 -0.113 0.055  0.62
H -2.653 0.221 -0.872  0.37
H -1.001 0.468 -1.174  0.35
H -1.757 1.682 -0.323  0.37
H -2.038 0.039 1.568  0.15
H 0.029 1.453 0.974  0.34
H 0.146 0.288 2.256  0.36
H 1.222 -1.968 -0.880  0.26
H -0.616 -1.641 1.022  0.46
H 2.745 1.198 -2.709  0.17
N -1.445 0.008 0.818  -0.28
N 1.233 -1.351 -0.071  -0.30
N 1.657 0.710 -0.653  -0.59
O 0.406 -2.198 0.819  -0.53
S 3.126 0.186 -1.509  -0.22